Entry 1:
Below is a cluster of 2 separate species, C2H3NO in total at a distorted geometry, with properties calculated with the ωB97M-V functional and the def2-TZVPD basis.

Summary:
Kohn-Sham gap (alpha / beta): 0.2500 / 0.3557 Ha
molecular weight: 57.05 g/mol
spin multiplicity: 3
E_HOMO (alpha / beta): -0.2213 / -0.4242 hartree
E_LUMO (alpha / beta): 0.029 / -0.068 Ha
F_max: 0.0704 Eh/bohr

Bonds (Å) are listed after each position.
Atoms and positions in Å:
1 C 0.4141 -0.2021 -0.6393  N3 1.226, H5 1.121
2 C -0.7352 1.0357 0.7825  O4 1.196, H6 1.114
3 N 0.1209 -1.3757 -0.4383  C1 1.226, H7 1.094
4 O -1.1246 2.1568 0.6317  C2 1.196
5 H 1.3996 0.1833 -1.0080  C1 1.121
6 H -0.8801 0.2822 1.5901  C2 1.114
7 H 0.8054 -2.0804 -0.9187  N3 1.094

Atom charges from the natural (NBO) analysis, given in e for atoms 1 to 4:
1. C 0.0987
2. C 0.2628
3. N -0.6682
4. O -0.4475

***

Entry 2:
Below is a cluster of 9 separate species, C8H36BN16O8 in total at a distorted geometry, with properties calculated with the ωB97M-V functional and the def2-TZVPD basis.

Summary:
Kohn-Sham gap (alpha / beta): 0.2998 / 0.0838 Ha
molecular weight: 495.29 g/mol
spin multiplicity: 2
E_HOMO (alpha / beta): -0.3368 / -0.3368 hartree
E_LUMO (alpha / beta): -0.037 / -0.253 Ha
F_max: 0.1799 Eh/bohr

Bonds (Å) are listed after each position.
Atoms and positions in Å:
1 B -5.3160 -17.4173 7.0130  H2 1.079, H3 1.079, H4 1.079, H5 1.079
2 H -4.9135 -16.4922 6.6305  B1 1.079
3 H -6.2286 -17.5232 6.4471  B1 1.079
4 H -4.5535 -18.1498 6.7979  B1 1.079
5 H -5.5830 -17.4153 8.0585  B1 1.079
6 C -7.1369 -17.8584 11.7242  O7 1.205, N8 1.280, N9 1.288
7 O -8.0141 -17.7829 12.5476  C6 1.205
8 N -7.4092 -18.3454 10.5716  C6 1.280, H10 1.010, H11 1.010
9 N -5.9404 -17.4101 11.8881  C6 1.288, H12 1.010, H13 1.010
10 H -6.7573 -18.3967 9.8020  N8 1.010
11 H -8.2816 -18.8072 10.3578  N8 1.010
12 H -5.2775 -17.6554 11.1666  N9 1.010
13 H -5.6455 -17.1548 12.8197  N9 1.010
14 C -1.6056 -20.6308 6.0940  O15 1.279, N16 1.293, N17 1.313
15 O -0.3342 -20.7624 6.0535  C14 1.279
16 N -2.2372 -21.6751 6.5210  C14 1.293, H18 1.010, H19 1.010
17 N -2.2243 -19.5030 5.8293  C14 1.313, H20 1.010, H21 1.010
18 H -3.2329 -21.6492 6.3535  N16 1.010
19 H -1.7176 -22.5209 6.7072  N16 1.010
20 H -1.7405 -18.6382 5.6341  N17 1.010
21 H -3.2063 -19.3959 6.0396  N17 1.010
22 C -3.4713 -19.5795 9.5865  O23 1.175, N24 1.258, N25 1.278
23 O -3.0573 -20.1492 10.5265  C22 1.175
24 N -3.2849 -18.3500 9.3950  C22 1.258, H26 1.010, H27 1.010
25 N -4.1988 -20.0140 8.6294  C22 1.278, H28 1.010, H29 1.010
26 H -3.8864 -17.9484 8.6899  N24 1.010
27 H -2.7892 -17.8064 10.0870  N24 1.010
28 H -4.4832 -20.9740 8.7622  N25 1.010
29 H -4.7709 -19.3713 8.1006  N25 1.010
30 C -4.3537 -14.7292 9.7264  O31 1.173, N32 1.225, N33 1.283
31 O -4.3623 -13.8627 10.5175  C30 1.173
32 N -5.3298 -15.4513 9.5676  C30 1.225, H34 1.010, H35 1.010
33 N -3.4551 -14.8162 8.8151  C30 1.283, H36 1.010, H37 1.010
34 H -5.9616 -15.2539 10.3304  N32 1.010
35 H -5.4279 -16.1594 8.8540  N32 1.010
36 H -2.8177 -14.0328 8.8117  N33 1.010
37 H -3.2102 -15.5923 8.2169  N33 1.010
38 C -7.8015 -14.7394 5.5053  O39 1.202, N40 1.284, N41 1.323
39 O -8.5839 -14.0362 4.9232  C38 1.202
40 N -8.2170 -15.7937 6.1087  C38 1.284, H42 1.010, H43 1.010
41 N -6.4927 -14.6541 5.6810  C38 1.323, H44 1.010, H45 1.010
42 H -9.1882 -16.0566 6.0202  N40 1.010
43 H -7.5233 -16.3910 6.5355  N40 1.010
44 H -5.8881 -13.9264 5.3275  N41 1.010
45 H -6.1224 -15.3647 6.2958  N41 1.010
46 C -7.7107 -21.4894 8.4177  O47 1.200, N48 1.305, N49 1.274
47 O -8.2338 -21.1414 9.4396  C46 1.200
48 N -7.1999 -22.6900 8.3788  C46 1.305, H50 1.010, H51 1.010
49 N -7.2984 -20.8192 7.4156  C46 1.274, H52 1.010, H53 1.010
50 H -7.0317 -23.0554 9.3052  N48 1.010
51 H -6.7029 -22.9725 7.5461  N48 1.010
52 H -7.6780 -19.8858 7.3463  N49 1.010
53 H -6.9885 -21.2404 6.5515  N49 1.010
54 C -4.9458 -18.3000 3.4725  O55 1.181, N56 1.285, N57 1.310
55 O -4.9375 -18.2771 2.2918  C54 1.181
56 N -5.7393 -18.9143 4.2756  C54 1.285, H58 1.010, H59 1.010
57 N -3.9994 -17.6449 4.0979  C54 1.310, H60 1.010, H61 1.010
58 H -5.6510 -18.7395 5.2664  N56 1.010
59 H -6.6755 -19.1446 3.9746  N56 1.010
60 H -4.1883 -17.4720 5.0749  N57 1.010
61 H -3.1735 -17.4346 3.5559  N57 1.010
62 C -1.1493 -14.7620 4.7465  O63 1.245, N64 1.231, N65 1.304
63 O -1.1852 -15.2853 3.6170  C62 1.245
64 N -1.6627 -15.2837 5.7363  C62 1.231, H66 1.010, H67 1.010
65 N -0.5109 -13.6540 5.0009  C62 1.304, H68 1.010, H69 1.010
66 H -2.3863 -15.9554 5.5236  N64 1.010
67 H -1.2724 -15.0880 6.6471  N64 1.010
68 H -0.7072 -13.2451 5.9033  N65 1.010
69 H 0.2819 -13.3628 4.4470  N65 1.010

Atom charges from the natural (NBO) analysis, given in e for atoms 1 to 4:
1. B -0.8558
2. H 0.0015
3. H -0.0050
4. H -0.0415

***

Entry 3:
Below is a cluster of 14 separate species, C8H40O13 in total at a distorted geometry, with properties calculated with the ωB97M-V functional and the def2-TZVPD basis.

Summary:
Kohn-Sham gap: 0.3233 Ha
molecular weight: 344.40 g/mol
E_HOMO: -0.3204 hartree
E_LUMO: 0.003 Ha
F_max: 0.0718 Eh/bohr

Bonds (Å) are listed after each position.
Atoms and positions in Å:
1 C 4.2104 -0.0230 -0.0693  C2 1.531, H9 1.140, H10 1.080, H11 1.112
2 C 3.9340 -0.0868 1.4347  C1 1.531, C3 1.579, H12 1.085, H13 1.104
3 C 3.0191 -1.2140 2.0548  C2 1.579, C4 1.521, H14 1.095, H15 1.123
4 C 1.8038 -1.3833 1.1560  C3 1.521, C8 1.489, H16 1.093, H17 1.147
5 C -0.9736 2.0409 0.1055  C6 1.323, H18 1.096, H19 1.122
6 C -0.8899 0.8738 -0.5113  C5 1.323, C7 1.460, H20 1.084
7 C -0.1682 -0.1966 0.1712  C6 1.460, C8 1.330, H21 1.106
8 C 1.0746 -0.1893 0.6461  C4 1.489, C7 1.330, H22 1.089
9 H 4.1624 1.0614 -0.4179  C1 1.140
10 H 3.7034 -0.7245 -0.7145  C1 1.080
11 H 5.2671 -0.1931 -0.3725  C1 1.112
12 H 3.6696 0.8771 1.8557  C2 1.085
13 H 4.9412 -0.1317 1.8837  C2 1.104
14 H 3.5487 -2.1592 2.2161  C3 1.095
15 H 2.7136 -0.9614 3.1051  C3 1.123
16 H 1.1500 -2.1970 1.4788  C4 1.093
17 H 2.3143 -1.8374 0.2347  C4 1.147
18 H -0.7169 2.4030 1.1073  C5 1.096
19 H -1.6621 2.9062 -0.0851  C5 1.122
20 H -1.2915 0.6978 -1.5031  C6 1.084
21 H -0.6441 -1.1733 -0.0380  C7 1.106
22 H 1.6450 0.7353 0.5652  C8 1.089
23 H -0.8671 -0.9181 -3.5702  O25 0.985
24 H -1.5315 -1.6861 -4.7071  O25 0.964
25 O -1.1629 -1.8218 -3.8273  H23 0.985, H24 0.964
26 H 2.1461 3.2025 3.3041  O28 0.961
27 H 1.5257 1.8697 2.8175  O28 0.980
28 O 2.0324 2.6549 2.5224  H26 0.961, H27 0.980
29 H -4.4050 -2.0012 0.5835  O31 0.963
30 H -3.1936 -2.3892 -0.2509  O31 0.995
31 O -3.5049 -2.3254 0.6917  H29 0.963, H30 0.995
32 H 1.0742 -0.2453 3.2767  O34 0.964
33 H -0.2005 0.3086 2.7187  O34 0.970
34 O 0.4718 0.4990 3.3922  H32 0.964, H33 0.970
35 H -2.7559 -2.0858 2.7194  O37 0.963
36 H -2.4968 -1.0041 1.7637  O37 0.968
37 O -2.1584 -1.3388 2.6066  H35 0.963, H36 0.968
38 H 2.6300 2.7648 -1.6195  O40 0.965
39 H 1.9628 3.2342 -0.3020  O40 0.967
40 O 1.9626 3.3624 -1.2601  H38 0.965, H39 0.967
41 H -0.1323 1.3516 -3.8613  O43 0.980
42 H -1.4793 1.3969 -3.6762  O43 0.980
43 O -0.8755 0.7701 -4.1270  H41 0.980, H42 0.980
44 H -4.8284 0.5290 -2.0380  O46 0.968
45 H -3.7346 1.0137 -0.9728  O46 0.984
46 O -4.1042 1.1500 -1.8742  H44 0.968, H45 0.984
47 H -2.6452 0.1587 3.7110  O49 0.972
48 H -1.4854 1.1616 3.7442  O49 0.957
49 O -2.4341 1.1040 3.6289  H47 0.972, H48 0.957
50 H 0.0423 -2.6185 -2.3914  O52 0.961
51 H -0.1578 -3.9764 -1.6884  O52 0.960
52 O 0.2230 -3.1013 -1.5806  H50 0.961, H51 0.960
53 H -2.0825 -2.0687 -2.3170  O55 0.992
54 H -3.1380 -1.0383 -2.0879  O55 0.970
55 O -2.9316 -1.9470 -1.8178  H53 0.992, H54 0.970
56 H -2.6802 1.4297 1.1458  O58 0.979
57 H -4.2252 1.3930 1.2198  O58 0.965
58 O -3.4755 1.0571 0.7133  H56 0.979, H57 0.965
59 H 3.3896 0.4016 -3.4166  O61 0.957
60 H 1.9508 -0.0069 -3.9836  O61 0.957
61 O 2.4643 0.6350 -3.4931  H59 0.957, H60 0.957

Atom charges from the natural (NBO) analysis, given in e for atoms 1 to 4:
1. C -0.6359
2. C -0.4480
3. C -0.3766
4. C -0.4828

***

Entry 4:
Below is a cluster of 2 separate species, CH2BrO3S in total at a distorted geometry, with properties calculated with the ωB97M-V functional and the def2-TZVPD basis.

Summary:
Kohn-Sham gap (alpha / beta): 0.2100 / 0.3142 Ha
molecular weight: 174.00 g/mol
charge: -1
E_HOMO (alpha / beta): -0.1193 / -0.1998 hartree
E_LUMO (alpha / beta): 0.091 / 0.114 Ha
F_max: 0.0280 Eh/bohr

Bonds (Å) are listed after each position.
Atoms and positions in Å:
1 C 1.2107 0.4197 1.4392  Br6 1.900, H7 1.084, H8 1.089
2 O -2.0942 0.2052 -1.2541  S5 1.462
3 O 0.0897 0.1550 -2.4361  S5 1.467
4 O -0.6499 -1.7985 -1.1006  S5 1.465
5 S -0.7485 -0.3578 -1.3472  O2 1.462, O3 1.467, O4 1.465
6 Br 0.1066 0.9316 2.8986  C1 1.900
7 H 1.0612 -0.6294 1.2116  C1 1.084
8 H 1.0244 1.0743 0.5886  C1 1.089

Atom charges from the natural (NBO) analysis, given in e for atoms 1 to 4:
1. C -0.4494
2. O -0.9834
3. O -0.9885
4. O -0.9916

***

Entry 5:
Below is a cluster of 2 separate species, C4H15N2O in total at a distorted geometry, with properties calculated with the ωB97M-V functional and the def2-TZVPD basis.

Summary:
Kohn-Sham gap: 0.3497 Ha
molecular weight: 107.18 g/mol
charge: +1
E_HOMO: -0.4687 hartree
E_LUMO: -0.119 Ha
F_max: 0.0776 Eh/bohr

Bonds (Å) are listed after each position.
Atoms and positions in Å:
1 N 0.3178 -1.5895 0.5785  C2 1.494, H7 1.092, H8 1.014, H9 1.133
2 C 0.7620 -0.1645 0.6330  N1 1.494, C3 1.577, C4 1.689, H10 1.082
3 C 1.1434 0.0964 2.1405  C2 1.577, H11 1.159, H12 1.099, H13 1.170
4 C -0.6037 0.6918 0.1294  C2 1.689, N5 1.411, H14 1.170, H15 1.185
5 N -0.2132 2.0252 -0.1165  C4 1.411, C6 1.482, H16 0.949
6 C 0.6209 2.1605 -1.3346  N5 1.482, H17 1.104, H18 1.038, H19 1.117
7 H -0.0783 -2.1302 -0.2835  N1 1.092
8 H 1.0985 -2.1608 0.8820  N1 1.014
9 H -0.2684 -1.6234 1.5472  N1 1.133
10 H 1.5035 -0.0484 -0.1463  C2 1.082
11 H 0.1656 0.0139 2.7573  C3 1.159
12 H 1.4184 1.1555 2.2411  C3 1.099
13 H 1.8752 -0.6057 2.7240  C3 1.170
14 H -0.9145 0.2185 -0.8945  C4 1.170
15 H -1.3159 0.4909 1.0554  C4 1.185
16 H -1.0533 2.4293 -0.2920  N5 0.949
17 H 0.8362 3.1984 -1.6429  C6 1.104
18 H 1.4893 1.6175 -1.1681  C6 1.038
19 H -0.0385 1.8424 -2.1787  C6 1.117
20 H -2.2436 -1.7826 -2.1915  O22 1.025
21 H -1.7467 -3.2998 -1.9409  O22 0.972
22 O -1.6245 -2.3837 -1.6391  H20 1.025, H21 0.972

Atom charges from the natural (NBO) analysis, given in e for atoms 1 to 4:
1. N -0.7306
2. C -0.0581
3. C -0.6760
4. C -0.1990

***

Entry 6:
Below is a cluster of 2 separate species, C8H12 in total at a distorted geometry, with properties calculated with the ωB97M-V functional and the def2-TZVPD basis.

Summary:
Kohn-Sham gap: 0.3593 Ha
SMILES: C=C(C)C1C=C1.C=C
molecular weight: 108.18 g/mol
E_HOMO: -0.3178 hartree
E_LUMO: 0.041 Ha
F_max: 0.1167 Eh/bohr

Bonds (Å) are listed after each position.
Atoms and positions in Å:
1 C 1.4916 1.6859 0.9339  C2 1.322, C5 1.502, H9 1.028
2 C 1.5673 1.9109 -0.3666  C1 1.322, C5 1.556, H10 1.004
3 C -2.5206 0.6327 -0.7122  C4 1.335, H11 1.039, H12 1.115
4 C -2.8231 0.4792 0.5789  C3 1.335, H13 1.137, H19 1.074
5 C 0.6918 0.7170 0.1108  C1 1.502, C2 1.556, C8 1.515, H14 1.072
6 C 0.0790 -1.7691 -0.3440  C8 1.548, H15 1.114, H16 1.158, H17 1.113
7 C 2.4330 -1.1478 0.2016  C8 1.356, H18 1.092, H20 1.102
8 C 1.1591 -0.7212 0.0210  C5 1.515, C6 1.548, C7 1.356
9 H 1.6538 2.0136 1.8951  C1 1.028
10 H 1.9272 2.2673 -1.2329  C2 1.004
11 H -3.2294 0.7469 -1.4630  C3 1.039
12 H -1.5004 0.6483 -1.1620  C3 1.115
13 H -3.8894 0.4482 0.9734  C4 1.137
14 H -0.3776 0.7501 0.0486  C5 1.072
15 H -0.4614 -1.8048 0.6296  C6 1.114
16 H 0.5662 -2.8020 -0.5332  C6 1.158
17 H -0.4325 -1.5225 -1.3010  C6 1.113
18 H 3.3685 -0.5993 0.3293  C7 1.092
19 H -2.0065 0.3069 1.2548  C4 1.074
20 H 2.3033 -2.2403 0.1380  C7 1.102

Atom charges from the natural (NBO) analysis, given in e for atoms 1 to 4:
1. C -0.1494
2. C -0.1489
3. C -0.3829
4. C -0.3964